Entry 1:
# C5H18NO2S2

3 unconnected molecules or ions with the total composition C5H18NO2S2 (ωB97M-V/def2-TZVPD, the OMol25 dataset).

Each line ends with the Mulliken charge.
Atoms and positions in Å:
N 1.139 -0.870 -1.579  -0.312
C -0.170 -1.017 -2.387  0.207
C -0.891 0.273 -2.309  -1.194
C -1.137 -2.130 -1.879  -0.699
S -0.978 -2.555 0.035  -0.126
S -2.035 -1.416 1.208  0.003
C -0.874 -0.201 1.829  0.149
C -1.528 0.721 2.950  -1.342
H 1.963 -1.568 -1.766  0.372
H 0.855 -0.905 -0.498  0.251
H 1.474 0.082 -1.707  0.342
H 0.127 -1.277 -3.445  0.298
H -1.967 0.293 -2.856  0.356
H -0.365 1.133 -2.770  0.423
H -1.164 0.574 -1.280  0.196
H -1.001 -3.092 -2.449  0.377
H -2.178 -1.758 -2.189  0.306
H -0.502 0.504 0.990  -0.113
H 0.012 -0.616 2.251  0.360
H -1.955 1.658 2.649  0.347
H -0.737 0.918 3.659  0.330
H -2.248 0.253 3.497  0.455
H 3.844 1.459 2.434  0.326
H 2.861 2.552 2.475  0.327
O 3.321 1.982 1.831  -0.686
H 1.950 1.301 0.772  0.363
H 0.916 2.302 0.362  0.264
O 1.268 1.401 0.174  -0.583

Output
energy above the lowest of the compared OMol25 structures with the same formula, charge and spin	61.5	kJ/mol
HOMO-LUMO gap	9.049	eV
E_tot	-1202.640169	a.u.
HOMO energy	-0.444	Eh
total charge	+1

Entry 2:
# C5H18NO5

5 unconnected molecules or ions with the total composition C5H18NO5 (ωB97M-V/def2-TZVPD, the OMol25 dataset).

Each line ends with the Mulliken charge.
Atoms and positions in Å:
C 0.954 1.884 0.489  -0.661
O 0.836 0.505 0.840  -0.704
C 0.154 2.199 -0.761  -0.581
C -1.325 1.674 -0.711  -0.942
C -1.455 0.404 -1.470  0.532
C -1.702 0.289 -2.801  -1.045
N -1.222 -0.710 -0.686  -0.418
H 2.022 2.028 0.291  0.339
H 0.501 2.392 1.355  0.287
H 0.606 1.708 -1.627  0.268
H 0.108 3.260 -1.034  0.386
H -1.680 1.570 0.317  0.398
H -1.884 2.548 -1.066  0.364
H -1.946 -0.682 -3.217  0.298
H -1.681 1.115 -3.496  0.269
H -0.557 -0.433 0.061  0.264
H -0.951 -1.534 -1.181  0.168
H 0.886 -1.376 2.733  0.316
H 1.536 -1.850 1.410  0.303
O 0.889 -2.075 2.076  -0.621
H 1.035 -2.066 -1.357  0.321
H 1.710 -1.321 -0.298  0.297
O 1.741 -2.213 -0.698  -0.743
H 2.349 1.026 3.068  0.282
H 1.167 0.470 2.313  0.379
O 1.505 0.615 3.282  -0.769
H -1.893 -3.088 1.126  0.307
H -0.407 -3.020 0.623  0.375
O -1.297 -3.322 0.417  -0.667

Output
energy above the lowest of the compared OMol25 structures with the same formula, charge and spin	68.4	kJ/mol
HOMO-LUMO gap	8.010	eV
E_tot	-632.281801	a.u.
HOMO energy	-0.161	Eh
total charge	-1